Record 1
The following is a DFT calculation (ωB97M-V/def2-TZVPD) of a molecular structure, C15H25AsCl3N2ReS4SbSi.

```
53
Properties=species:S:1:pos:R:3:forces:R:3
Re 0.62110 -0.42240 -0.09060 -0.69 0.86 2.30
Sb -1.98690 2.83730 -0.10080 -0.56 0.67 -0.11
As 3.05770 -0.34840 1.84970 1.01 0.67 1.67
Cl 2.66750 -0.86500 -3.26720 0.00 -0.16 -0.26
Cl 0.07620 1.35500 -1.88550 0.80 -1.51 -0.71
Cl -0.64630 -1.58050 -3.63420 0.07 -0.23 -0.07
S 2.64800 0.80620 0.06350 -0.57 -0.88 -0.54
S 1.50560 -1.85460 1.52760 -0.40 0.44 -0.57
S -0.77710 0.96810 1.04850 0.75 -0.85 -0.65
S 4.05680 0.19870 3.53390 -0.80 -0.62 -1.49
Si 0.85490 -0.97720 -2.50260 -0.37 1.73 0.69
N -0.94890 -2.14300 -0.07680 0.96 0.56 -0.33
N -4.29530 -6.31690 0.17010 -0.46 -0.57 0.02
C -3.55390 -5.44830 0.15360 0.25 0.27 0.02
C -2.63890 3.21950 2.96300 0.17 -0.10 0.02
C -2.16360 -2.03000 0.47210 -0.55 0.15 0.20
C -3.09140 1.99350 -1.95950 0.53 0.25 0.66
C -1.36760 -4.47690 -0.41590 -0.11 0.12 0.08
C -3.58400 0.62270 -1.57510 0.12 0.00 0.05
C 0.79120 4.19960 0.61940 0.11 -0.23 0.10
C -0.56100 -3.35850 -0.48740 -0.12 -0.55 -0.20
C -2.65660 -4.34550 0.10870 0.40 0.54 -0.07
C -0.97800 5.81480 -0.17020 -0.30 0.22 -0.06
C -3.04700 -3.08820 0.57430 0.24 -0.16 -0.10
C -4.26900 4.39480 1.43980 -0.07 0.14 -0.32
C -0.31230 4.48740 -0.35690 -0.52 -0.79 -0.04
C -4.16750 2.95620 -2.36990 -0.05 0.28 0.05
C -3.42770 3.16780 1.67800 0.46 -0.35 -0.56
H -1.83530 5.94020 -0.82960 -0.07 0.15 0.02
H -4.02180 -2.94500 1.01640 -0.03 0.06 0.02
H -4.94680 3.07010 -1.61960 -0.07 0.00 0.06
H -2.75540 -0.03540 -1.30400 -0.11 -0.06 0.01
H -4.78290 4.37140 0.48210 -0.09 0.07 -0.08
H -1.00390 -5.43410 -0.75840 0.03 -0.03 -0.06
H -2.29580 1.94600 -2.70230 -0.03 0.07 0.16
H -5.03780 4.43410 2.21160 -0.05 -0.03 0.10
H -4.09480 0.19340 -2.43570 -0.05 -0.11 -0.13
H -3.76310 3.93220 -2.62790 -0.07 0.12 -0.04
H 0.46550 4.32040 1.65220 0.00 -0.01 0.03
H -3.69410 5.31430 1.51330 0.08 0.07 -0.02
H 1.20950 3.20170 0.48300 0.06 0.01 0.04
H -0.25640 6.59310 -0.43650 0.03 -0.01 -0.01
H 1.59190 4.92330 0.44540 0.01 0.03 -0.02
H -2.02760 4.11950 3.03340 0.04 -0.01 -0.01
H -2.44320 -1.05740 0.85090 -0.01 -0.09 -0.07
H -4.03980 2.26180 1.62570 0.14 0.03 -0.11
H 0.43730 -3.45490 -0.89060 0.09 -0.03 -0.02
H -0.01640 4.30800 -1.39330 -0.11 -0.07 0.10
H -3.35330 3.24910 3.78730 -0.02 0.01 0.07
H -4.31620 0.67470 -0.77010 -0.01 -0.09 0.11
H -4.64110 2.55630 -3.26850 -0.05 -0.01 -0.07
H -2.01380 2.33810 3.10710 0.02 0.05 0.12
H -1.27110 5.99130 0.86480 -0.05 -0.02 -0.01
```
Forces are in eV/Å.

* 2S+1: 1
* total charge: +3
* Kohn-Sham gap (alpha / beta): 5.90 / 5.90 eV

=====

Record 2
The following is a DFT calculation (ωB97M-V/def2-TZVPD) of a single C26H46N6O5 molecule.

```
83
Properties=species:S:1:pos:R:3:forces:R:3
O -2.00008 -2.48160 4.61311 -0.08 -0.09 0.13
O -1.31821 -0.85345 3.17029 0.22 0.06 -0.21
O 2.39014 -2.26153 -2.03848 0.41 -0.21 0.01
O -3.18551 1.75515 -0.52337 -0.28 0.33 0.03
O 1.63591 -1.06529 -3.82897 -0.11 0.13 -0.03
N -2.87785 -0.46347 4.76027 -0.20 -0.07 0.31
N 0.41002 -1.17914 -1.98294 -0.08 0.09 -0.06
N 0.54277 2.63801 1.95115 -0.52 -0.75 0.98
N -1.46404 0.31070 -0.45122 -0.11 -0.19 -0.18
N 1.50837 3.29880 1.43492 0.71 0.34 -0.08
N -0.46796 2.61502 1.09248 0.52 0.44 -0.65
C 2.81887 2.30458 -1.85068 0.12 0.15 -0.09
C 2.74642 -2.95375 -4.90880 -0.11 0.21 0.23
C 1.56678 -1.55986 -2.58032 -0.29 -0.02 0.18
C -1.79762 -0.20087 -1.76715 -0.08 0.10 -0.37
C 4.06282 -0.95403 -4.12769 -0.30 -0.08 0.12
C -2.71041 2.89100 1.99388 -0.14 -0.21 -0.14
C 3.25422 3.57623 -1.12179 -0.13 -0.15 -0.02
C -3.15945 0.88601 4.31487 0.01 -0.13 -0.47
C 0.35519 -3.05630 4.29048 -0.29 0.13 -0.01
C -0.54242 -0.29348 -2.62325 -0.21 0.14 -0.25
C -1.69963 1.91847 1.37031 -0.56 0.21 0.41
C 1.15459 3.73331 0.20464 -0.81 -0.01 -0.39
C 2.73169 -1.43960 -4.69989 0.52 -0.21 -0.39
C -1.99984 -1.24584 4.09408 -0.29 0.05 0.34
C -0.26623 -0.24274 0.16300 0.44 -0.14 0.35
C -1.39764 -4.72245 4.96868 -0.05 0.44 -0.15
C -1.09653 -3.49614 4.10668 0.41 -0.41 -0.29
C -3.97850 0.89042 3.01911 0.06 0.29 0.15
C 2.42116 -0.72342 -6.01548 -0.07 -0.13 0.45
C 0.17596 -1.49160 -0.59055 0.09 -0.05 0.25
C 2.16402 2.57072 -3.20127 0.09 -0.13 0.22
C 2.08615 4.47248 -0.68834 0.21 -0.09 0.06
C -0.13371 3.29859 -0.02722 0.50 0.14 0.20
C -2.20352 1.32151 0.05259 0.23 -0.24 0.14
C -1.40108 -3.78882 2.63725 -0.04 0.21 0.24
C -4.06057 2.25628 2.34024 0.00 -0.09 -0.03
H -0.10460 0.70455 -2.74821 -0.11 -0.02 -0.04
H 4.86667 -1.19864 -4.81631 0.08 0.00 -0.12
H -0.58069 -2.27992 -0.50121 0.08 0.01 0.07
H 4.25508 -1.43507 -3.17285 0.07 0.00 0.01
H 3.19169 -0.94518 -6.74757 0.10 -0.03 -0.08
H 0.54515 -2.82581 5.33642 0.05 -0.01 0.11
H -2.51586 0.49099 -2.21291 0.13 -0.19 0.02
H -0.77824 -4.60864 2.29141 0.06 -0.13 -0.02
H 1.02115 -3.85552 3.97830 0.07 -0.12 -0.01
H 1.93708 1.63045 -3.70017 -0.07 -0.04 -0.11
H -3.68930 1.40775 5.11260 0.08 0.02 0.00
H 3.50889 -3.21533 -5.63693 0.07 -0.01 -0.12
H 2.12935 1.74328 -1.21567 0.03 -0.09 0.04
H 1.23614 3.12635 -3.08509 -0.14 0.08 -0.06
H -1.19617 -2.91137 2.03089 0.01 -0.01 -0.08
H 3.69980 1.67587 -2.00022 -0.02 -0.06 0.04
H -4.60699 2.95133 2.98131 -0.07 0.05 -0.01
H 2.83003 3.14837 -3.83980 0.03 0.08 -0.12
H -0.78911 -0.67981 -3.61628 -0.05 0.12 0.10
H -3.48679 -0.91096 5.42476 0.09 0.00 -0.03
H -2.44720 -4.06450 2.52000 -0.09 -0.06 -0.03
H -1.45492 1.12388 2.08123 0.01 0.04 -0.14
H -2.89114 3.70456 1.28776 0.09 0.02 0.05
H -0.76422 -5.55119 4.66763 0.08 -0.09 -0.04
H -2.24826 3.31743 2.88672 0.09 0.00 -0.06
H -4.99240 0.54534 3.23525 0.02 -0.10 -0.02
H -1.21314 -4.49582 6.01525 0.04 0.00 0.12
H -2.43925 -5.01169 4.85655 -0.11 -0.07 -0.02
H -4.62752 2.13405 1.41683 -0.05 0.09 0.08
H -0.80422 3.41861 -0.85183 -0.18 0.02 -0.22
H 2.38183 0.35126 -5.85814 0.02 0.14 0.00
H 1.77837 -3.29054 -5.27441 -0.08 -0.04 -0.08
H 1.53750 4.83892 -1.55732 0.02 0.07 0.03
H 4.03826 0.12348 -3.98257 0.02 0.15 -0.01
H 3.92131 4.15240 -1.76691 0.09 0.01 0.02
H 2.96382 -3.45805 -3.97148 0.03 -0.06 -0.02
H -0.45906 -0.50068 1.20692 0.08 0.03 -0.13
H 3.80788 3.29069 -0.22559 0.07 0.07 -0.01
H -2.27411 -1.18325 -1.68268 -0.02 0.06 -0.05
H 0.56250 -2.17200 3.69450 0.07 0.00 -0.02
H -2.19747 1.37687 4.15398 -0.07 0.09 0.09
H -3.53102 0.17452 2.32841 -0.01 -0.11 0.00
H 2.49112 5.33147 -0.14911 -0.07 0.06 -0.08
H 1.45942 -1.05096 -6.40172 -0.10 -0.05 -0.08
H 0.55107 0.48728 0.13430 -0.02 -0.04 0.01
H 1.11328 -1.86871 -0.17667 -0.19 0.05 0.03
```
Forces are in eV/Å.

* SMILES string: CCCCc1cn([C@@H](CCCCNC(=O)OC(C)(C)C)C(=O)N2CCN(C(=O)OC(C)(C)C)CC2)nn1
* 2S+1: 1
* total charge: 0
* Kohn-Sham gap: 9.77 eV

=====

Record 3
The following is a DFT calculation (ωB97M-V/def2-TZVPD) of a single C6H11N molecule.

```
18
Properties=species:S:1:pos:R:3:forces:R:3
N 0.42755 -0.12433 0.21242 4.93 0.93 -1.10
C -0.66804 0.08470 1.04626 -3.20 -1.64 -0.44
C 2.14351 -1.06912 -1.49861 0.07 2.48 0.16
C 2.29233 0.01988 -2.29962 -1.54 1.40 0.29
C -2.99059 1.06565 1.50500 -0.35 0.06 0.90
C 1.29021 -1.32488 -0.22691 0.06 -0.69 0.90
C -1.56221 1.13057 0.95915 0.87 -1.29 0.97
H 2.98851 -0.14762 -3.17352 -0.80 0.77 1.14
H -3.74901 1.25898 0.70851 0.72 -0.36 0.24
H 1.69201 1.11852 -2.19877 1.63 -3.48 -0.36
H 2.96157 -1.73977 -1.72642 -0.50 -0.99 0.33
H -3.21753 0.04902 1.96209 0.31 1.27 -0.55
H -3.25776 1.86689 2.26673 0.63 -0.96 -0.63
H -1.08322 -0.87146 1.53432 0.71 1.40 -0.64
H 0.73109 -2.25817 -0.45093 -0.38 0.83 0.16
H 2.03281 -1.73325 0.57261 -1.10 1.08 -0.91
H -1.23570 2.06831 0.52747 -0.08 -0.02 -0.37
H 1.20449 0.60608 0.28024 -2.01 -0.78 -0.09
```
Forces are in eV/Å.

* SMILES string: C=CCN/C=C/C
* 2S+1: 1
* total charge: 0
* Kohn-Sham gap: 8.80 eV

=====

Record 4
The following is a DFT calculation (ωB97M-V/def2-TZVPD) of a molecular structure, C15H21AsCuN5OS2.

```
46
Properties=species:S:1:pos:R:3:forces:R:3
As -1.04606 -2.89096 -1.81506 0.06 0.25 0.37
Cu -0.39629 -0.09689 -0.40906 0.02 -0.09 0.16
S -2.67372 0.21351 -0.35199 -0.12 0.00 0.07
S 0.29966 0.06262 2.08493 0.12 -0.01 -0.14
O -0.39909 -2.06637 -0.49594 -0.05 -0.13 -0.32
N -1.89242 -1.34664 2.51713 -0.06 0.29 -0.20
N -1.44832 2.66204 -0.37149 0.18 -0.30 -0.07
N 1.49981 0.15679 -1.19659 0.09 0.09 0.05
N -0.39058 1.86941 -0.67920 -0.10 0.28 0.01
N -3.64046 2.60869 0.19589 0.08 0.06 0.01
C -2.95714 -2.93473 -1.76766 -0.08 -0.03 0.01
C 0.05399 -2.44814 3.21262 0.03 0.11 -0.07
C -2.67145 -2.37513 2.91093 -0.09 -0.10 0.08
C -0.40957 -4.68782 -1.74651 0.05 -0.09 0.01
C -0.54002 -1.31025 2.61506 0.03 -0.02 0.11
C -2.52891 1.94789 -0.16051 -0.20 0.09 -0.07
C 3.73261 -0.42012 -1.77459 -0.05 -0.02 0.02
C -0.51837 -2.09075 -3.46984 0.01 0.00 -0.10
C 3.05524 1.87402 -1.77819 -0.02 -0.15 0.02
C -0.71153 -3.49774 3.62954 -0.09 -0.08 0.03
C 0.69809 2.38978 -1.09673 0.01 -0.08 0.04
C 2.44787 -0.75377 -1.37355 0.06 -0.09 0.03
C 1.79573 1.45604 -1.37816 -0.06 0.16 0.00
C 4.03663 0.91496 -1.98434 -0.08 0.04 0.02
C -2.11349 -3.47877 3.47719 0.00 0.07 -0.01
H 3.25891 2.92575 -1.91184 0.00 0.05 -0.01
H 1.12712 -2.44973 3.32414 0.02 0.00 0.00
H -0.75091 -5.24175 -2.62034 0.00 0.00 0.02
H -2.73555 -4.29344 3.81272 0.00 -0.02 0.00
H 0.80167 3.46283 -1.21590 0.03 -0.01 -0.01
H -3.27046 -3.21266 -0.76179 0.02 0.01 -0.02
H 2.15812 -1.77680 -1.16233 0.01 0.02 -0.02
H -0.78965 -1.03485 -3.45495 0.00 -0.04 0.04
H 4.47419 -1.19375 -1.90518 0.02 -0.01 -0.01
H -4.51343 2.12687 0.29970 0.01 -0.01 0.00
H -0.23731 -4.35489 4.08834 0.01 -0.02 0.01
H -3.73363 -2.23929 2.76353 0.01 -0.05 -0.01
H -2.32232 -0.54327 2.05039 0.11 -0.22 0.07
H -0.79304 -5.15344 -0.83876 0.02 0.02 -0.04
H 0.55809 -2.19367 -3.60321 -0.04 0.01 0.01
H -3.34854 -1.94830 -2.01210 0.02 -0.04 0.01
H -3.32226 -3.67302 -2.48068 0.00 0.01 -0.02
H -1.04272 -2.58756 -4.28590 0.04 0.02 -0.03
H 0.67933 -4.67798 -1.71500 -0.05 0.00 0.00
H -3.60594 3.61152 0.27346 -0.02 0.00 0.00
H 5.02869 1.21147 -2.29277 0.04 0.00 -0.01
```
Forces are in eV/Å.

* expectation value of S²: 0.754
* 2S+1: 2
* total charge: +1
* Kohn-Sham gap (alpha / beta): 7.40 / 7.29 eV

=====

Record 5
The following is a DFT calculation (ωB97M-V/def2-TZVPD) of a single C16H25N3O4 molecule.

```
48
Properties=species:S:1:pos:R:3:forces:R:3
O -3.56762 -1.45916 0.03438 0.28 0.19 0.14
O -4.77294 -0.01738 -1.18967 -0.02 -0.13 0.05
O 4.89826 -1.20733 -1.75418 -0.03 -0.03 -0.10
O 1.16909 3.03756 0.05555 0.02 0.22 -0.17
N 2.87362 -0.41743 0.14856 0.11 -0.15 0.09
N 1.25610 1.30994 1.51895 -0.02 0.01 0.20
N -1.50896 2.54208 -0.42648 0.04 0.10 0.00
C -5.70605 -2.15208 0.97678 0.34 0.09 -0.22
C 4.66822 -1.97321 -0.59185 -0.24 -0.16 0.21
C 2.66833 1.41603 1.78027 0.24 0.00 -0.04
C 3.22515 -1.80708 -0.09875 0.29 -0.05 -0.14
C -3.76164 -0.27162 -0.57190 -0.23 0.09 -0.18
C 3.17827 0.36323 -1.04427 0.25 -0.02 -0.15
C -0.68941 1.61062 0.16084 -0.21 -0.46 -0.09
C -1.36251 0.40366 0.18301 0.25 0.34 0.02
C 0.65697 2.04102 0.54807 -0.06 -0.12 0.29
C -4.62573 -2.40741 -0.06515 -0.55 -0.24 -0.12
C -3.76681 2.79170 -1.39539 -0.09 0.06 -0.03
C -2.64402 0.65013 -0.39203 0.16 0.39 -0.02
C 3.39747 0.11903 1.39304 -0.16 0.10 -0.06
C 4.61851 0.16026 -1.52811 -0.24 0.20 0.05
C -2.68727 1.99602 -0.76190 -0.20 -0.28 0.00
C -0.81768 -0.91104 0.62788 0.05 -0.08 -0.02
H 5.37389 -1.67499 0.20024 -0.02 -0.05 -0.06
H 3.02939 2.26839 1.20082 -0.01 -0.08 0.14
H -5.05561 -2.35804 -1.07132 0.12 -0.09 0.16
H -3.44122 3.16380 -2.36655 -0.02 0.04 -0.08
H 0.25388 -0.96315 0.43840 0.09 -0.03 0.04
H -4.15230 -3.37970 0.09038 -0.03 0.12 -0.06
H 3.06973 -2.39119 0.81079 -0.03 -0.03 -0.01
H 2.49241 0.02453 -1.82726 0.04 0.10 -0.05
H 2.54706 -2.17672 -0.87485 0.04 -0.10 0.03
H -6.17446 -1.18857 0.79244 -0.07 0.04 0.01
H 4.47981 0.31968 1.37980 -0.05 -0.04 0.10
H 0.79877 0.47215 1.83685 -0.09 0.05 -0.11
H -1.00739 -1.07300 1.69006 0.00 -0.11 0.09
H 4.86522 -3.01037 -0.86826 0.01 0.02 0.10
H 4.77672 0.66230 -2.48334 0.01 0.07 0.08
H -1.30854 -1.71417 0.08675 0.09 -0.05 0.07
H 2.98902 1.41876 -0.85694 -0.05 0.07 -0.05
H 5.32954 0.56696 -0.79173 -0.02 -0.01 -0.07
H -6.46256 -2.92940 0.91726 -0.10 -0.09 0.02
H -1.21136 3.49326 -0.58406 -0.03 -0.06 -0.02
H 2.84293 1.62091 2.84204 0.07 0.05 -0.14
H -4.64306 2.16697 -1.53473 0.01 0.08 -0.02
H 3.20724 -0.63407 2.16432 0.09 0.00 -0.01
H -4.02524 3.64827 -0.77320 -0.04 0.07 0.01
H -5.27322 -2.15015 1.97444 0.00 -0.03 0.10
```
Forces are in eV/Å.

* SMILES string: CCOC(=O)c1c(C)[nH]c(C(=O)NCCN2CCOCC2)c1C
* 2S+1: 1
* total charge: 0
* Kohn-Sham gap: 9.06 eV

=====

Let's list total energy in order: -177207.9331, -46889.2260, -7887.0229, -152538.2347, -29658.8620 eV.
Let's list relative energy (zero: lowest compared OMol25 entry of this formula, charge and spin) in order: 1.796, 0.227, 3.508, 0.031, 0.495 eV.